121
Properties=species:S:1:pos:R:3 method="wB97M-V/def2-TZVPD" e_tot_ev=-96956.864 smiles="CCSC[C@]1(COC)C(=O)O[C@H](CC(=O)F)[C@@H]1CCOC(=O)CC.Fc1ccccc1.Fc1ccccc1.Fc1ccccc1.Fc1ccccc1.Fc1ccccc1.Fc1ccccc1" homo_lumo_gap_ev=9.00 lumo_energy_ha=0.012 homo_energy_ev=-8.67
C 3.12853 -2.57922 -0.38226
C 3.41358 -1.21077 -1.07077
S 2.20651 -0.70287 -2.35037
C 1.32231 -2.20452 -2.94068
C 0.16611 -1.93077 -3.94907
C -0.02037 -2.91739 -5.15634
O 0.84397 -4.03777 -5.14315
C 0.35880 -5.11090 -4.33326
C 0.53681 -0.50139 -4.54026
O 1.33290 -0.27681 -5.34256
O -0.27121 0.47479 -3.98809
C -1.16272 -0.04983 -2.99129
C -0.84676 0.29289 -1.51384
C -0.17690 1.69032 -1.48806
O 0.84986 1.89491 -1.04508
F -0.95573 2.67643 -2.01068
C -1.25428 -1.52764 -3.44276
C -2.12872 -2.53419 -2.64480
C -1.49360 -3.09862 -1.34069
O -2.43340 -3.38192 -0.29339
C -3.01908 -2.25349 0.23795
O -4.08139 -1.93736 -0.15032
C -2.38199 -1.42025 1.35856
C -0.91084 -1.76711 1.71631
H 2.74433 -3.35988 -1.05330
H 4.09292 -2.95861 0.00510
H 2.48147 -2.40554 0.49207
H 4.45424 -1.15809 -1.43602
H 3.35552 -0.44118 -0.27894
H 1.02520 -2.78166 -2.05298
H 2.07599 -2.82179 -3.46867
H -1.06813 -3.26662 -5.20139
H 0.21336 -2.35483 -6.07755
H 0.00597 -5.90881 -5.01474
H -0.47874 -4.80847 -3.67593
H 1.20781 -5.48195 -3.73130
H -2.15320 0.41129 -3.16342
H -1.75270 0.35928 -0.88881
H -0.12767 -0.37121 -1.02138
H -1.81136 -1.42665 -4.40120
H -3.10390 -2.04119 -2.47241
H -2.35493 -3.36542 -3.34154
H -0.72670 -2.39232 -0.98426
H -1.00476 -4.05835 -1.57884
H -2.97274 -1.58858 2.27870
H -2.46659 -0.34066 1.15769
H -0.21011 -1.76407 0.86800
H -0.55957 -0.96989 2.40156
H -0.80177 -2.70242 2.29026
F -2.04549 -1.26404 4.71176
C -1.14250 -1.22087 5.71556
C -0.19421 -2.21975 5.81137
C 0.73562 -2.17188 6.84023
C 0.69795 -1.13387 7.76276
C -0.26582 -0.14002 7.65416
C -1.19063 -0.17926 6.62022
H -0.18679 -3.02471 5.08723
H 1.48914 -2.94459 6.92297
H 1.42171 -1.10054 8.56755
H -0.29777 0.66655 8.37537
H -1.94440 0.59078 6.51387
F 7.77324 -1.42063 -8.11163
C 6.59569 -1.04433 -7.57414
C 5.43976 -1.69738 -7.95609
C 4.22786 -1.31173 -7.39773
C 4.18456 -0.27422 -6.47476
C 5.35642 0.37479 -6.10544
C 6.57182 -0.01474 -6.65357
H 5.49177 -2.49849 -8.68274
H 3.31557 -1.82081 -7.68302
H 3.23647 0.02546 -6.04474
H 5.32368 1.18614 -5.38903
H 7.49589 0.47398 -6.37119
F -4.03013 5.91315 -0.53685
C -2.98673 6.29406 -1.30161
C -2.72355 7.64078 -1.45975
C -1.64658 8.03227 -2.24243
C -0.85479 7.07411 -2.86406
C -1.13599 5.72362 -2.69886
C -2.20595 5.32909 -1.90777
H -3.35602 8.37192 -0.97489
H -1.42530 9.08470 -2.36812
H -0.01722 7.38149 -3.47815
H -0.52232 4.97703 -3.18596
H -2.43589 4.28485 -1.76029
F 4.51433 -4.58590 2.16684
C 5.80686 -4.92207 1.99411
C 6.17431 -5.63147 0.86685
C 7.50760 -5.97298 0.68704
C 8.45206 -5.61069 1.63903
C 8.06543 -4.90172 2.76904
C 6.73484 -4.54933 2.94710
H 5.42202 -5.91153 0.14022
H 7.80977 -6.52224 -0.19547
H 9.49109 -5.88170 1.49895
H 8.80092 -4.62282 3.51282
H 6.41577 -3.98948 3.81698
F -3.74659 -3.17436 7.63447
C -4.88045 -3.01764 6.92602
C -4.88769 -2.15494 5.84699
C -6.05582 -1.99718 5.11364
C -7.20207 -2.69482 5.47412
C -7.17951 -3.55476 6.56463
C -6.01013 -3.72289 7.29383
H -3.98763 -1.61454 5.58684
H -6.07235 -1.32970 4.26114
H -8.11367 -2.56747 4.90345
H -8.07369 -4.09538 6.84800
H -5.97104 -4.39510 8.14153
F -4.42733 10.39372 -0.45521
C -4.08256 10.60931 0.82913
C -3.62793 11.85833 1.20556
C -3.27756 12.07947 2.53008
C -3.37621 11.04878 3.45645
C -3.83057 9.79755 3.06050
C -4.19194 9.57540 1.73903
H -3.55062 12.64617 0.46707
H -2.92687 13.05570 2.83979
H -3.09824 11.22230 4.48867
H -3.90360 8.99330 3.78145
H -4.55638 8.60895 1.41324